The following is a DFT calculation (ωB97M-V with the def2-TZVPD basis set) of a molecular structure, C8H6N2NiO4S at a distorted geometry.

```
22
Properties=species:S:1:pos:R:3
O 1.15923 -1.54307 -2.43166
C 0.21943 -1.09872 -1.92704
Ni -1.39080 -0.96156 -1.12415
O 1.17017 -5.33422 -0.08001
C 0.78940 -5.46643 -1.14517
C -2.66260 -1.37706 -2.28719
O -3.54322 -1.75529 -2.93570
C -1.81510 -1.27372 0.59768
O -2.21993 -1.62880 1.62805
C 1.51207 1.91115 -0.86940
N 0.86018 1.66853 0.42048
C 1.45242 1.74563 1.67616
C 0.51080 1.41311 2.59048
N -0.64375 1.10315 1.88381
C -0.42708 1.26835 0.55640
S -1.55546 1.26014 -0.72373
H 1.76401 0.96703 -1.36941
H 0.86175 2.49077 -1.53476
H 2.42896 2.46848 -0.66142
H 2.48949 1.99809 1.78673
H 0.57967 1.31902 3.65484
H -1.53964 0.82543 2.29502
```

Orbital gap (alpha / beta)   9.3 / 5.8 eV
Multiplicity   3
Net charge   +2
M   284.91 g/mol
Calculated total energy   -71422.5427 eV

Mulliken population analysis, charges in e, atoms 1 to 6: number 1, O, carries -0.130; number 2, C, carries 0.484; number 3, Ni, carries -0.069; number 4, O, carries -0.139; number 5, C, carries 0.143; number 6, C, carries 0.373

=====

The following is a DFT calculation (ωB97M-V with the def2-TZVPD basis set) of a single C8H6N2O molecule at a distorted geometry.

```
17
Properties=species:S:1:pos:R:3
C 2.35626 1.04266 -0.01679
C 2.94978 -0.14097 -0.04492
C 2.19737 -1.31948 0.02598
C 0.25500 -0.09852 0.07849
C 0.96080 1.14664 -0.00126
C -1.25480 -0.08955 0.04719
C -3.28440 -0.02057 0.59631
C -3.21944 -0.10473 -0.68067
H 2.87267 1.91508 -0.29708
H 3.99269 -0.10326 0.03291
H 2.65943 -2.45032 0.12426
H 0.58389 2.01784 0.02549
H -4.20641 -0.13157 1.43211
H -3.82995 -0.16266 -1.57559
N 0.91040 -1.23849 0.10187
N -2.01772 -0.03209 1.15647
O -1.92558 -0.23001 -1.00476
```

Orbital gap   10.4 eV
M   146.15 g/mol
SMILES   c1ccc(-c2ncco2)nc1
Calculated total energy   -13418.1215 eV

Mulliken population analysis, charges in e, atoms 1 to 6: number 1, C, carries -0.451; number 2, C, carries -0.392; number 3, C, carries -0.114; number 4, C, carries 0.452; number 5, C, carries -0.557; number 6, C, carries 0.424

=====

The following is a DFT calculation (ωB97M-V with the def2-TZVPD basis set) of a single C8H6N2O molecule at a distorted geometry.

```
17
Properties=species:S:1:pos:R:3
C -0.02426 -2.02807 -1.57111
C -1.36318 -1.75159 -2.02949
C -2.06590 -0.74074 -1.52815
C -0.24604 -0.07459 -0.22044
C 0.52497 -1.14107 -0.61646
C 0.27937 0.89944 0.78943
C 0.68548 2.35981 2.20912
C 1.87098 1.72562 2.00296
H 0.63944 -2.84769 -2.00816
H -1.86652 -2.59830 -2.54856
H -3.02500 -0.58166 -1.80474
H 1.36119 -1.10304 -0.24787
H 0.40460 3.31906 3.00680
H 2.89337 1.75996 2.64821
N -1.45124 0.13692 -0.62173
N -0.30549 1.85498 1.47710
O 1.68821 0.81097 1.06309
```

Orbital gap   9.1 eV
M   146.15 g/mol
SMILES   c1ccc(-c2ncco2)nc1
Calculated total energy   -13417.9532 eV

Mulliken population analysis, charges in e, atoms 1 to 6: number 1, C, carries -0.278; number 2, C, carries -0.426; number 3, C, carries -0.298; number 4, C, carries 0.596; number 5, C, carries -0.997; number 6, C, carries 0.323

=====

The following is a DFT calculation (ωB97M-V with the def2-TZVPD basis set) of a molecular structure, C8H6NO5Pt at a distorted geometry.

```
21
Properties=species:S:1:pos:R:3
O -2.37256 0.49376 4.28495
C -2.18104 0.37565 3.16217
Pt -1.69435 -0.39414 -1.75423
C 0.12061 -0.35239 -2.39138
O 1.26296 -0.30530 -2.56902
C -2.02491 -0.93692 -5.15073
O -3.00839 -1.02385 -5.72324
C -2.41884 1.40201 -1.57875
O -2.81147 2.46699 -1.35234
C -2.09211 -2.15337 -1.05818
O -2.29286 -3.16312 -0.52890
H -1.40113 -0.10688 -0.25956
C 2.89240 1.07288 2.12212
C 2.48370 -0.15062 1.30765
C 1.05548 -0.10176 1.15969
N -0.09799 -0.01464 1.24177
H 2.77847 1.95292 1.48175
H 3.90536 0.99101 2.52311
H 2.17055 1.21981 2.93244
H 2.99017 -0.18828 0.33962
H 2.73594 -1.08375 1.81106
```

Orbital gap (alpha / beta)   8.3 / 3.6 eV
Multiplicity   5
Net charge   +3
M   391.22 g/mol
Calculated total energy   -23322.0894 eV

Mulliken population analysis, charges in e, atoms 1 to 6: number 1, O, carries 0.012; number 2, C, carries 0.396; number 3, Pt, carries 1.021; number 4, C, carries 0.360; number 5, O, carries -0.094; number 6, C, carries 0.172

=====

The following is a DFT calculation (ωB97M-V with the def2-TZVPD basis set) of a single C8H6O3 molecule at a distorted geometry.

```
17
Properties=species:S:1:pos:R:3
C -2.45171 -0.45129 0.03414
C -2.36540 0.92871 0.19141
C -1.23840 -1.22693 -0.08076
C -1.11150 1.64845 0.21004
C -0.02296 -0.61765 -0.09973
C -0.00474 0.82120 0.01030
C 1.35326 -1.13412 -0.22686
C 2.15042 0.15389 -0.04305
O 1.30403 1.27518 0.04289
O 2.07893 -0.71053 0.99060
O 3.39302 0.37950 -0.63180
H -3.32197 -1.03477 0.05105
H -3.18310 1.57868 0.32462
H -1.31376 -2.26258 -0.21430
H -1.02482 2.69846 -0.09342
H 1.81931 -2.07309 -0.56370
H 3.93939 0.02690 0.09857
```

Orbital gap   9.7 eV
M   150.13 g/mol
SMILES   O[C@@]12Oc3ccccc3[C@@H]1O2
Calculated total energy   -14533.6196 eV

Mulliken population analysis, charges in e, atoms 1 to 6: number 1, C, carries -0.658; number 2, C, carries -0.349; number 3, C, carries -0.379; number 4, C, carries -0.753; number 5, C, carries 0.421; number 6, C, carries 0.248

=====

The following is a DFT calculation (ωB97M-V with the def2-TZVPD basis set) of 2 unconnected molecules or ions with the total composition C8H7BrN4O2 at a distorted geometry.

```
22
Properties=species:S:1:pos:R:3
C 0.73128 -2.80538 1.73399
C -0.64626 -2.78876 1.65427
C 1.13335 -1.68874 1.09649
C -1.09035 1.63893 -1.57510
C -1.18869 0.69889 -0.60599
C 1.29839 1.58847 -1.21052
C 0.20070 2.14611 -2.04927
C 0.03860 -0.01661 -0.17880
N -1.09150 -1.78031 1.01278
N 1.22243 0.42554 -0.55483
N 0.00588 -1.08641 0.64814
N 0.45028 2.01578 1.16521
O 0.00162 2.30240 2.24222
O 0.82770 2.79181 0.30640
Br 0.29326 1.59884 -3.96727
H 1.24960 -3.53611 2.21591
H -1.44988 -3.35908 2.01346
H 2.11343 -1.21830 0.91457
H -1.80554 2.18849 -2.09227
H -2.00172 0.21608 -0.11708
H 2.36578 1.87994 -1.43758
H 0.12142 3.18121 -2.01316
```

Orbital gap (alpha / beta)   7.0 / 7.0 eV
M   271.07 g/mol
Calculated total energy   -88501.1536 eV

Mulliken population analysis, charges in e, atoms 1 to 6: number 1, C, carries -1.157; number 2, C, carries -0.048; number 3, C, carries 0.066; number 4, C, carries -0.622; number 5, C, carries -0.671; number 6, C, carries 0.008